{
  "formula": "C25H50B7F28N6O4",
  "method": "ωB97M-V with the def2-TZVPD basis set",
  "total_charge": -1,
  "homo_lumo_gap_ev": 4.15,
  "e_tot_ev": -124733.0306,
  "lumo_ev": -2.72,
  "relative_energy_kj_mol": 0.0,
  "elements": ["C", "C", "O", "N", "H", "H", "C", "H", "H", "H", "H", "H", "H", "C", "C", "O", "N", "H", "H", "C", "H", "H", "H", "H", "H", "H", "C", "C", "O", "N", "H", "H", "C", "H", "H", "H", "H", "H", "H", "C", "N", "C", "C", "C", "C", "C", "C", "C", "C", "N", "C", "C", "C", "H", "H", "H", "H", "H", "H", "H", "H", "H", "H", "H", "H", "H", "H", "C", "C", "C", "O", "C", "N", "H", "H", "H", "H", "H", "H", "H", "H", "H", "H", "H", "H", "B", "F", "F", "F", "F", "B", "F", "F", "F", "F", "B", "F", "F", "F", "F", "B", "F", "F", "F", "F", "B", "F", "F", "F", "F", "B", "F", "F", "F", "F", "B", "F", "F", "F", "F"],
  "coordinates": [[4.461720, 6.015411, 11.135709], [3.925939, 6.462859, 12.500899], [3.245399, 7.431842, 12.650094], [4.172300, 5.550938, 13.651399], [3.211918, 5.381633, 14.012384], [4.457852, 4.594004, 13.353713], [5.010700, 6.212526, 14.715155], [4.052863, 6.707477, 10.412256], [4.120747, 5.006761, 10.902894], [5.552010, 5.976118, 11.134915], [4.402246, 7.032095, 15.080910], [5.998355, 6.487144, 14.349277], [5.213149, 5.474159, 15.484307], [-1.329554, 6.392644, 11.706070], [-1.308934, 7.644029, 10.864977], [-1.730846, 8.726001, 11.113548], [-0.628374, 7.522618, 9.522334], [-0.808058, 6.580592, 9.143580], [-1.087365, 8.168957, 8.881309], [0.868468, 7.756145, 9.470929], [-1.536422, 6.641195, 12.743971], [-0.336746, 5.929739, 11.702371], [-2.081489, 5.721422, 11.291298], [1.134951, 7.496002, 8.448653], [1.375587, 7.050258, 10.126087], [1.076842, 8.784628, 9.741675], [4.515479, 10.104322, 12.881180], [3.188671, 10.802160, 12.937594], [2.389097, 10.813316, 13.803688], [2.924269, 11.644386, 11.683939], [3.625897, 12.357858, 11.490678], [2.944459, 11.039769, 10.848192], [1.601323, 12.350203, 11.700218], [5.320969, 10.779365, 12.596396], [4.487294, 9.370467, 12.068170], [4.594683, 9.571982, 13.823932], [1.454811, 12.939823, 12.600560], [0.762965, 11.654917, 11.771529], [1.456829, 12.855870, 10.750047], [12.792937, 10.601950, 23.931107], [11.806012, 10.442200, 22.845487], [12.199973, 10.706708, 21.595035], [11.264956, 10.874126, 20.589851], [9.934368, 10.571779, 20.854228], [9.558851, 10.133499, 22.133375], [10.506944, 10.136421, 23.110924], [8.903478, 10.712574, 19.815208], [7.583841, 11.072038, 20.076482], [6.623103, 11.143030, 19.076539], [6.924200, 10.640776, 17.878365], [8.177395, 10.293592, 17.550120], [9.190034, 10.340860, 18.495820], [5.875417, 10.335188, 16.888917], [13.781772, 10.293103, 23.612871], [12.405174, 10.112651, 24.821245], [12.832152, 11.654007, 24.219867], [13.224757, 11.010583, 21.434380], [11.542427, 11.235574, 19.610670], [8.535192, 9.938045, 22.417255], [10.388255, 9.948092, 24.168883], [7.245459, 11.421288, 21.044111], [5.585656, 11.388811, 19.241000], [8.385251, 9.859203, 16.571538], [10.152552, 9.936735, 18.215600], [5.963859, 11.065668, 16.089197], [4.874520, 10.287685, 17.313179], [6.087006, 9.298278, 16.622489], [5.336420, 7.603900, 6.163326], [4.117581, 6.885102, 6.678834], [3.023489, 6.933373, 5.604378], [1.878499, 6.252926, 6.081888], [0.853547, 6.152857, 5.109095], [4.411312, 5.449994, 7.080675], [3.554989, 5.067722, 7.493865], [4.608656, 4.930273, 6.220875], [5.319868, 5.426910, 7.566666], [6.149523, 7.385561, 6.862876], [5.234082, 8.684777, 6.140634], [5.601632, 7.244711, 5.165396], [3.857901, 7.253710, 7.674527], [3.415365, 6.453743, 4.696736], [2.728892, 7.959380, 5.363912], [0.594135, 7.072690, 4.575507], [0.012733, 5.746731, 5.668678], [1.195958, 5.436696, 4.352175], [4.793447, 6.844562, 18.446742], [4.540182, 6.178211, 19.646541], [5.158686, 8.174519, 18.802302], [5.812613, 6.316455, 17.655361], [3.627095, 6.889494, 17.657991], [6.161743, 2.826004, 12.831607], [4.840239, 2.984330, 13.325696], [6.112953, 3.142410, 11.463846], [7.015260, 3.772999, 13.456710], [6.571136, 1.504460, 13.001043], [7.582257, 5.084399, 8.408403], [6.670139, 6.055601, 8.892710], [6.913234, 3.919184, 8.012884], [8.256408, 5.632627, 7.296029], [8.488256, 4.771588, 9.420366], [1.526489, 4.237913, 9.667726], [2.458302, 5.116671, 9.099946], [1.657150, 2.956591, 9.166122], [1.728800, 4.126555, 11.052312], [0.245009, 4.784881, 9.375621], [0.992770, 4.909342, 14.905693], [1.565333, 4.662645, 13.639153], [1.994053, 5.513926, 15.705145], [-0.091666, 5.772161, 14.817655], [0.700601, 3.653777, 15.470100], [4.381588, 9.884539, 9.366374], [4.717312, 8.682760, 9.907316], [4.905778, 10.973585, 10.151814], [4.837644, 9.978987, 8.069656], [2.966319, 10.069364, 9.504181], [7.978039, 9.536690, 13.784473], [7.349752, 9.130756, 12.622135], [7.832960, 8.630513, 14.857389], [9.330107, 9.825713, 13.527182], [7.309914, 10.730049, 14.166178]],
  "forces_ev_per_a": [[-0.304, -0.016, 1.295], [0.307, -1.300, -1.945], [-0.139, 0.375, 0.635], [-0.540, 0.681, -0.248], [0.111, 0.043, 0.359], [0.631, -0.013, 0.074], [0.017, -0.846, -0.084], [0.289, 0.020, -0.048], [-0.002, -0.101, 0.305], [0.032, 0.144, -0.061], [0.234, 0.034, 0.259], [-0.240, 0.249, -0.454], [-0.430, 0.089, 0.163], [0.565, 0.740, -0.261], [0.199, -0.193, 1.034], [-0.133, 0.166, -0.076], [-0.190, -0.841, -0.661], [0.494, -0.267, 0.294], [0.031, 0.246, 0.236], [-0.176, -0.399, 0.058], [-0.219, 0.102, -0.058], [-0.120, -0.317, -0.214], [0.141, -0.231, 0.027], [0.286, 0.239, 0.023], [-0.145, 0.049, 0.111], [0.004, -0.008, -0.112], [-1.094, -0.012, -0.271], [1.896, -0.431, -0.033], [-0.658, 0.326, -0.055], [-1.920, 1.081, 0.081], [0.542, -0.462, 0.259], [0.244, -0.414, -0.252], [-0.736, -0.789, 0.174], [0.115, -0.017, 0.420], [-0.029, 0.001, 0.123], [0.504, 0.110, -0.026], [0.539, 0.446, -0.228], [0.421, -0.490, -0.094], [0.298, 0.434, 0.186], [-0.634, 0.553, 0.518], [0.072, -0.256, -0.419], [-0.441, 1.225, -0.626], [0.033, -0.587, 0.284], [-0.706, -0.047, 0.162], [0.196, 0.599, 0.168], [1.369, 0.114, 0.724], [-0.518, -0.491, -1.149], [-0.504, 1.189, 0.385], [0.715, -1.289, 0.323], [-0.033, 0.081, -0.311], [0.575, -0.409, 0.314], [-0.236, 0.024, 0.277], [-0.343, -0.453, -0.241], [-0.103, -0.353, 0.082], [0.379, -0.489, -0.146], [0.050, 0.085, -0.317], [0.117, -0.302, 0.154], [0.224, -0.076, 0.030], [-0.031, -0.235, -0.247], [-0.684, -0.200, -0.123], [0.240, -0.127, 0.129], [0.033, 0.076, 0.101], [-0.526, 0.089, -0.183], [0.045, 0.129, -0.084], [0.055, -0.387, -0.317], [0.222, 0.342, 0.457], [-0.037, 0.205, -0.667], [0.828, -0.556, 0.355], [-0.348, 0.266, 0.377], [-0.206, -0.404, 1.075], [-0.055, 0.540, -0.138], [0.477, -0.923, 0.209], [0.276, 0.589, -2.677], [0.414, -0.284, 0.973], [-0.089, -0.257, 0.165], [-0.268, -0.287, 1.277], [0.206, 0.123, -0.252], [-0.354, -0.042, 0.067], [0.123, -0.022, 0.031], [-0.494, 0.717, -0.412], [-0.041, -0.019, -0.080], [0.416, 0.147, 0.021], [0.109, 0.287, 0.397], [-0.214, 0.025, -0.380], [-0.340, -0.068, -0.092], [-1.220, -0.249, -0.659], [0.382, -0.304, 0.000], [0.517, 1.210, 0.165], [0.494, -0.167, 0.423], [0.315, 0.287, 0.393], [0.567, 0.194, -1.044], [-0.346, 0.145, 0.500], [-0.033, -0.011, -0.023], [-0.354, -0.406, 0.264], [0.102, 0.181, 0.346], [1.486, -0.307, 0.913], [-0.776, 0.022, -0.512], [-0.747, 0.137, -0.469], [-0.210, 0.120, -0.300], [-0.090, 0.178, -0.311], [0.411, -1.504, 1.535], [0.496, 0.540, -0.682], [-0.222, 0.087, -0.911], [-0.354, 0.930, -0.633], [-0.784, 0.472, -0.155], [1.055, -0.899, 0.923], [-0.152, 0.440, -0.397], [0.018, 0.211, -0.278], [-0.649, 0.077, -0.288], [-0.616, 0.400, -0.072], [1.276, 0.500, 0.316], [-0.028, -0.281, 0.207], [0.121, -0.052, -0.348], [-0.559, 0.261, -0.259], [-0.913, 0.064, -0.395], [0.075, 0.258, -0.960], [-0.060, -0.588, 0.031], [0.199, 0.003, 0.218], [-0.111, -0.100, 0.526], [-0.087, 0.886, 0.806]],
  "lowdin_charge": [0.04, -0.36, 0.12, 0.11, 0.13, 0.13, 0.03, 0.05, 0.09, 0.11, 0.09, 0.10, 0.10, 0.06, -0.38, 0.15, 0.08, 0.15, 0.17, 0.05, 0.10, 0.10, 0.11, 0.10, 0.10, 0.09, 0.02, -0.37, 0.17, 0.08, 0.17, 0.10, -0.01, 0.10, 0.08, 0.10, 0.09, 0.10, 0.10, 0.03, -0.09, 0.01, 0.06, -0.11, 0.07, 0.02, -0.14, 0.04, 0.03, -0.04, 0.07, 0.07, 0.05, 0.11, 0.10, 0.11, 0.15, 0.14, 0.14, 0.15, 0.13, 0.16, 0.15, 0.14, 0.11, 0.11, 0.12, -0.03, -0.30, -0.18, -0.20, -0.10, 0.26, 0.14, 0.17, 0.12, 0.09, 0.08, 0.09, 0.15, 0.13, 0.14, 0.09, 0.09, 0.09, -1.27, 0.10, 0.04, 0.11, 0.09, -1.23, 0.09, 0.10, 0.08, 0.11, -1.27, 0.09, 0.10, 0.08, 0.12, -1.27, 0.10, 0.14, 0.13, 0.07, -1.24, 0.09, 0.09, 0.11, 0.09, -1.25, 0.18, 0.07, 0.16, 0.07, -1.27, 0.14, 0.09, 0.09, 0.05]
}